The following is a quantum chemistry calculation of C10H10BClF4Ru as an isolated structure in a non-equilibrium geometry, from the Open Molecules 2025 dataset.

XYZ file:
```
27
Properties=species:S:1:pos:R:3:forces:R:3:mulliken_charge:R:1
Ru -0.00625 -0.03149 -0.15188 0.46 -0.82 1.61 0.684
Cl 0.16728 -2.07638 1.39912 0.27 -3.26 -1.41 -0.476
F -0.10703 1.33463 3.76176 -0.05 0.60 1.21 -0.347
F -1.10475 -0.73609 3.80804 -0.07 -0.06 0.35 -0.337
F -0.01293 0.14699 1.95018 -0.24 2.59 1.21 0.080
F 1.20839 -0.55094 3.80876 0.05 -0.02 0.32 -0.350
C -2.39422 0.47100 0.08440 0.62 -1.68 -2.12 -0.527
C 1.96736 1.37160 -0.39522 0.12 -2.56 -1.05 -0.194
C 2.35211 0.11551 0.22536 -0.52 0.29 -3.28 -0.883
C 1.46616 1.08114 -1.72232 1.44 -1.28 1.47 -0.565
C -1.38037 0.16845 -2.00189 -1.80 -0.50 1.54 -0.759
C 1.56034 -0.34396 -1.93932 1.40 0.97 1.98 -0.733
C -2.26513 -0.95655 -0.14578 0.20 2.42 -1.85 -0.508
C -1.83789 1.16168 -1.05582 -0.56 -1.99 -0.01 -0.428
C -1.61895 -1.14045 -1.42928 -1.36 1.86 0.62 -0.510
C 2.11761 -0.95052 -0.74467 0.11 3.08 -0.43 -0.329
B -0.00025 -0.00838 3.45451 -0.03 0.63 -1.09 0.154
H 1.24225 -0.87395 -2.79240 -0.27 -0.43 -0.82 0.546
H 2.24431 -1.97649 -0.56663 0.12 -1.03 0.20 0.501
H 1.06880 1.79149 -2.39153 -0.36 0.62 -0.63 0.531
H 1.97249 2.31264 0.07849 0.02 0.89 0.41 0.451
H 2.66834 -0.01496 1.21155 0.36 -0.20 1.29 0.470
H -2.50129 -1.70836 0.54214 -0.21 -0.86 0.77 0.561
H -2.74994 0.91230 0.96947 -0.32 0.46 0.90 0.462
H -1.35336 -2.07417 -1.85408 0.20 -0.60 -0.30 0.380
H -1.76193 2.21376 -1.16154 0.05 0.71 -0.14 0.452
H -0.94118 0.36150 -2.94143 0.36 0.17 -0.73 0.673
```
Forces are in eV/Å.

Calculated values
Strongest force on any atom ... 3.6 eV/A
Total charge ... -1
HOMO energy (spin up / spin down) ... -0.142 / -0.178 hartree
Total energy ... -37186.928 eV
HOMO-LUMO gap (spin up / spin down) ... 0.2605 / 0.2521 Eh
E_LUMO (spin up / spin down) ... 3.21 / 2.02 eV
Spin multiplicity ... 6